Density functional theory data (the ωB97M-V functional and the def2-TZVPD basis) for a 5-piece molecular cluster, C24H56ClNO15P2 overall at a distorted geometry.

Values from the calculation:
Gap between HOMO and LUMO ... 0.3070 Eh
HOMO level ... -0.317 Eh

Last column: Löwdin charge in e.
Element x y z (Å)
1 C -0.10 2.04 3.22  -0.08
2 C 0.20 0.67 3.86  -0.20
3 C -0.84 -0.37 3.45  -0.14
4 N -0.56 -1.80 3.95  -0.19
5 C -0.60 -1.87 5.56  -0.07
6 C -0.94 -3.21 6.12  -0.21
7 C -2.12 -3.85 5.45  -0.19
8 C -1.91 -4.04 3.95  -0.15
9 C -1.70 -2.65 3.25  -0.08
10 C 0.72 -2.40 3.36  0.04
11 H -0.13 1.89 2.14  0.07
12 H 0.68 2.77 3.45  0.08
13 H -1.10 2.45 3.40  0.08
14 H 0.04 0.81 4.93  0.10
15 H 1.18 0.36 3.50  0.12
16 H -0.67 -0.68 2.42  0.10
17 H -1.88 -0.06 3.51  0.14
18 H -1.36 -1.14 5.85  0.13
19 H 0.32 -1.62 6.09  0.13
20 H -1.11 -3.13 7.19  0.13
21 H -0.06 -3.84 6.00  0.12
22 H -2.99 -3.20 5.56  0.12
23 H -2.28 -4.85 5.84  0.12
24 H -2.86 -4.39 3.55  0.12
25 H -1.20 -4.78 3.57  0.12
26 H -2.58 -2.02 3.32  0.12
27 H -1.52 -2.72 2.18  0.13
28 H 1.64 -2.05 3.83  0.11
29 H 0.75 -2.12 2.30  0.10
30 H 0.67 -3.49 3.31  0.10
31 Cl 3.02 -0.90 -0.29  0.59
32 O 2.79 -2.36 -0.34  -0.39
33 O 2.90 -0.42 -1.62  -0.36
34 O 2.05 -0.24 0.53  -0.41
35 O 4.29 -0.62 0.27  -0.36
36 C 9.51 3.64 -1.10  -0.06
37 O 9.42 3.15 -2.44  0.00
38 C 8.31 2.51 -2.92  -0.48
39 O 8.09 2.38 -4.13  0.10
40 O 7.46 2.01 -1.95  -0.05
41 C 6.38 1.23 -2.27  -0.07
42 H 9.13 2.87 -0.43  0.09
43 H 8.84 4.45 -0.84  0.09
44 H 10.45 4.07 -0.74  0.09
45 H 5.92 0.96 -1.32  0.09
46 H 6.77 0.33 -2.74  0.11
47 H 5.67 1.74 -2.91  0.10
48 C -1.48 -0.27 -0.31  -0.04
49 C -2.93 -0.76 -0.23  -0.31
50 O -3.05 -1.96 -0.88  -0.19
51 P -4.34 -2.95 -0.71  0.49
52 O -4.62 -3.34 0.67  -0.24
53 O -5.53 -2.17 -1.52  -0.19
54 C -6.93 -2.20 -1.01  -0.25
55 C -7.19 -1.45 0.26  -0.09
56 O -3.94 -4.10 -1.79  -0.17
57 C -4.57 -5.35 -1.75  -0.28
58 C -5.55 -5.59 -2.90  -0.07
59 H -0.75 -0.97 0.09  0.06
60 H -1.23 -0.09 -1.36  0.07
61 H -1.29 0.69 0.16  0.07
62 H -3.45 -0.66 0.73  0.11
63 H -3.57 -0.29 -0.98  0.12
64 H -7.52 -1.72 -1.79  0.12
65 H -7.25 -3.25 -0.95  0.11
66 H -6.73 -0.47 0.19  0.09
67 H -8.27 -1.30 0.29  0.08
68 H -6.84 -2.08 1.08  0.07
69 H -3.76 -6.04 -1.97  0.12
70 H -4.87 -5.51 -0.72  0.11
71 H -5.11 -5.35 -3.86  0.08
72 H -6.16 -6.49 -2.99  0.08
73 H -6.35 -4.86 -2.96  0.06
74 C -0.25 6.75 -2.56  -0.09
75 C 0.75 6.09 -3.48  -0.24
76 O 1.09 4.79 -2.88  -0.21
77 P 1.89 3.62 -3.68  0.55
78 O 2.33 3.93 -5.07  -0.25
79 O 3.12 3.42 -2.64  -0.19
80 C 2.91 3.05 -1.28  -0.26
81 C 2.86 4.38 -0.49  -0.08
82 O 0.99 2.20 -3.52  -0.20
83 C 1.14 1.11 -4.38  -0.30
84 C 0.11 -0.04 -4.13  -0.05
85 H -0.81 7.47 -3.16  0.07
86 H -1.17 6.19 -2.39  0.08
87 H 0.27 7.11 -1.67  0.08
88 H 0.41 6.07 -4.51  0.12
89 H 1.64 6.72 -3.49  0.12
90 H 2.05 2.44 -1.01  0.11
91 H 3.65 2.39 -0.82  0.11
92 H 1.92 4.94 -0.41  0.05
93 H 3.00 4.15 0.57  0.07
94 H 3.54 5.12 -0.90  0.08
95 H 1.31 1.42 -5.41  0.11
96 H 2.13 0.71 -4.20  0.11
97 H -0.93 0.27 -4.25  0.07
98 H 0.18 -0.89 -4.81  0.07
99 H 0.39 -0.41 -3.14  0.06